Molecular formula: C8H12O4
Method: DFT, ωB97M-V/def2-TZVPD

Geometry as ORCA input:
```
! wB97M-V def2-TZVPD RIJCOSX def2/J DEFGRID3
* xyz 0 1
O 5.1749 -1.3035 4.5572
C 4.5970 -0.9337 3.5017
C 3.1618 -0.3572 3.3617
C 3.1250 -0.2535 1.8290
C 4.2584 -1.0276 1.2018
O 5.1503 -1.1139 2.2479
H 2.6299 -1.1544 3.8811
H 3.0449 0.6167 3.8371
H 2.1684 -0.2882 1.3077
H 3.3049 0.7959 1.5959
H 3.8114 -1.9478 0.8256
H 4.6881 -0.5248 0.3354
O -3.2782 -0.7789 -4.5896
C -3.6235 -0.0755 -3.6048
C -3.2796 -0.3052 -2.1432
C -4.0348 0.8271 -1.4269
C -4.1347 1.8008 -2.5396
O -4.2891 1.1360 -3.7752
H -3.4724 -1.3376 -1.8519
H -2.2007 -0.3555 -1.9970
H -4.9680 0.4376 -1.0199
H -3.6809 1.3135 -0.5180
H -4.9630 2.4927 -2.3871
H -3.1900 2.3372 -2.6288
*
```

Summary:
highest occupied orbital energy: -10.384 eV
SMILES: O=C1CCCO1.O=C1CCCO1
E_tot: -612.95779 Eh
Kohn-Sham gap: 10.765 eV
max |F|: 5.0 eV/A
E_LUMO: 0.381 eV

Here are the natural (NBO) charges for atoms 1 to 6, given in e: O -0.56; C 0.79; C -0.52; C -0.45; C -0.06; O -0.49


Molecular formula: C8H12S4SbSe4Tc
Method: DFT, ωB97M-V/def2-TZVPD

Geometry as ORCA input:
```
! wB97M-V def2-TZVPD RIJCOSX def2/J DEFGRID3
* xyz 0 1
Tc 0.0631 0.9373 -0.8502
C -2.1998 -3.0040 0.4042
C -1.3769 -1.9545 -0.2796
S -1.0369 -0.5834 0.5692
C -0.8718 -2.1340 -1.6008
C -1.1651 -3.3576 -2.4375
S 0.0964 -0.9794 -2.2414
H -2.2516 -2.8185 1.4700
H -1.7850 -3.9975 0.2408
H -3.2154 -3.0017 0.0036
H -1.4164 -4.2249 -1.8299
H -0.3162 -3.6053 -3.0699
H -2.0104 -3.1529 -3.0999
C 2.7821 1.1465 3.0063
C 1.7398 1.3470 1.9229
S 1.9806 0.5534 0.4278
C 0.6334 2.1563 2.0958
C 0.3319 2.8726 3.3985
S -0.4175 2.4687 0.7711
H 3.5571 0.4644 2.6711
H 2.3337 0.7286 3.9065
H 3.2536 2.0899 3.2785
H 1.0982 2.6890 4.1485
H -0.6257 2.5426 3.8008
H 0.2633 3.9488 3.2442
Se 0.3859 3.8089 -5.4722
Sb 0.1863 1.7107 -4.4176
Se 1.7975 1.5312 -2.4095
Se -1.3021 2.1414 -2.2107
Se -0.5119 -0.3238 -5.4407
*
```

Summary:
highest occupied orbital energy (alpha / beta): -7.717 / -7.718 eV
E_tot: -11831.59078 Eh
Kohn-Sham gap (alpha / beta): 4.405 / 4.405 eV
max |F|: 1.5 eV/A
E_LUMO (alpha / beta): -3.312 / -3.313 eV

Here are the natural (NBO) charges for atoms 1 to 6, given in e: Tc -0.58; C -0.66; C -0.09; S 0.32; C -0.29; C -0.65


Molecular formula: C8H13BBrF3O5S
Method: DFT, ωB97M-V/def2-TZVPD

Geometry as ORCA input:
```
! wB97M-V def2-TZVPD RIJCOSX def2/J DEFGRID3
* xyz 0 1
C -0.7574 0.6910 0.7903
B -0.9832 2.2038 1.1459
C -0.0848 3.4360 0.6961
C 1.4199 3.1325 0.5990
O 1.9552 3.2919 -0.4203
Br 2.4869 2.5247 2.1174
S -2.5151 2.6281 2.2030
C -3.7555 3.2864 1.0233
O -2.1374 3.6944 3.1337
O -3.0180 1.4751 2.9333
H -0.3886 0.5071 -0.2366
H -0.1139 0.1720 1.5355
H -1.7404 0.1696 0.8592
H -0.4707 3.8335 -0.2617
H -0.2021 4.2263 1.4762
H -3.3324 3.2772 -0.0065
H -4.0112 4.3362 1.2530
H -4.6593 2.6514 1.0194
C 2.8176 -3.9955 0.0661
C 2.9594 -2.9956 -1.0635
O 1.9624 -3.2069 -2.0809
C 0.7330 -2.7881 -1.7899
O 0.4073 -2.2600 -0.7658
C -0.2104 -3.0478 -2.9684
F -0.1074 -4.3064 -3.4268
F 0.0616 -2.2265 -3.9989
F -1.4902 -2.8534 -2.6349
H 2.8484 -5.0150 -0.3221
H 3.6180 -3.8670 0.7945
H 1.8642 -3.8802 0.5820
H 3.9253 -3.1281 -1.5493
H 2.9188 -1.9667 -0.7022
*
```

Summary:
highest occupied orbital energy: -10.215 eV
SMILES: CB(CC(=O)Br)S(C)(=O)=O.CCOC(=O)C(F)(F)F
E_tot: -3985.46885 Eh
Kohn-Sham gap: 9.399 eV
max |F|: 2.4 eV/A
E_LUMO: -0.816 eV

Here are the natural (NBO) charges for atoms 1 to 6, given in e: C -1.08; B 0.72; C -0.94; C 0.55; O -0.49; Br -0.03


Molecular formula: C8H13BrF2
Method: DFT, ωB97M-V/def2-TZVPD

Geometry as ORCA input:
```
! wB97M-V def2-TZVPD RIJCOSX def2/J DEFGRID3
* xyz 0 1
C 1.5523 -3.5697 -3.3511
C 1.6163 -2.4149 -2.7254
C -1.2044 2.5866 2.5251
C -0.3057 1.4208 2.7183
C 0.4298 1.1933 1.3735
C -0.6220 0.5928 0.3029
C -0.0081 -0.4513 -0.6115
C -0.8299 -1.0209 -1.6695
F -1.1200 -0.3740 -2.7450
F -1.7585 -1.9215 -1.4281
Br 3.1104 -1.3808 -2.7359
H 2.3941 -4.0681 -3.8229
H 0.6777 -4.0806 -3.5647
H -2.1644 2.2844 1.9618
H -1.4692 2.9230 3.4156
H -0.5999 3.2229 1.8487
H -0.7471 0.5022 2.8973
H 0.3529 1.6527 3.4794
H 1.3057 0.6632 1.5876
H 0.7049 2.1092 1.0088
H -1.0645 1.4287 -0.3127
H -1.5140 0.2178 0.7972
H 0.3052 -1.3248 0.1287
H 0.9585 -0.1912 -1.0781
*
```

Summary:
highest occupied orbital energy (alpha / beta): -7.596 / -8.909 eV
E_tot: -3086.14785 Eh
Kohn-Sham gap (alpha / beta): 6.676 / 9.708 eV
max |F|: 5.4 eV/A
E_LUMO (alpha / beta): -0.920 / 0.799 eV

Here are the natural (NBO) charges for atoms 1 to 6, given in e: C -0.53; C -0.14; C -0.59; C -0.39; C -0.38; C -0.41


- Which formula does entry 1 have?
  C8H12O4